1.
The following is a quantum chemistry calculation of an isolated molecule of C3H8N2O2 in a non-equilibrium geometry, from the Open Molecules 2025 dataset.

HOMO	-9.47	eV
ΔE to the lowest compared entry with this formula, charge and spin	344.3	kJ/mol
total charge	0
gap between HOMO and LUMO	10.08	eV

The geometry in XYZ format:
```
15
C3H8N2O2 | the Open Molecules 2025 dataset | ωB97M-V/def2-TZVPD
C 0.6740 -1.3040 0.0721
N 0.0025 -0.0255 -0.0705
C 0.7031 1.1113 0.5185
N -0.1109 0.3276 -1.4962
C -1.4997 -0.1638 0.6177
O -2.4030 0.3742 -0.3370
O -1.4915 -0.7485 1.6545
H 0.2174 -1.9708 -0.6326
H 1.8338 -1.2860 -0.0208
H 0.4858 -1.7742 1.0615
H 0.6613 1.1892 1.5906
H 1.8338 1.2018 0.1799
H 0.2073 2.0129 0.2129
H -0.2982 1.3006 -1.5648
H -0.8157 -0.2449 -1.7857
```

Atomic partial charges in e from the Mulliken method, atoms 1 to 5: atom 1 (C): -0.7601, atom 2 (N): 0.5150, atom 3 (C): -0.9930, atom 4 (N): -0.7561, atom 5 (C): 0.5985

=====

2.
The following is a quantum chemistry calculation of a structure of composition C28H17AsF6N3O10S6Zr in a non-equilibrium geometry, from the Open Molecules 2025 dataset.

HOMO	-5.39	eV
total charge	-1
gap between HOMO and LUMO	7.70	eV

The geometry in XYZ format:
```
72
C28H17AsF6N3O10S6Zr | the Open Molecules 2025 dataset | ωB97M-V/def2-TZVPD
Zr -0.4249 -0.2885 -0.6941
F 2.2902 0.7969 -5.6877
C 2.4058 0.3504 -4.4373
F 3.0515 -0.8164 -4.4546
F 3.1193 1.2192 -3.7381
S 0.7392 0.0920 -3.7138
O 1.1149 -0.2523 -2.3203
O 0.1236 -0.8895 -4.5355
N 0.2206 1.5880 -3.8533
S -0.3445 2.4245 -2.6302
O -1.7092 2.8483 -2.7016
O 0.1886 1.9472 -1.3550
C 0.5911 3.9831 -2.8763
F 1.8992 3.7720 -2.9199
F 0.3215 4.8028 -1.8612
F 0.2125 4.5708 -4.0110
S 1.9853 0.7069 0.5064
C 2.3212 -0.9371 0.3341
N 1.3729 -1.8045 0.0355
C 1.8832 -3.1007 -0.0983
C 1.1774 -4.2588 -0.4226
C 1.8513 -5.4651 -0.4857
C 3.2210 -5.5499 -0.2302
C 3.9350 -4.4110 0.0934
C 3.2570 -3.2000 0.1547
S 3.9046 -1.6346 0.5284
H 0.1226 -4.2252 -0.6359
H 1.2967 -6.3592 -0.7420
H 3.7257 -6.5060 -0.2849
H 4.9985 -4.4573 0.2918
S 0.3700 -0.2668 4.4203
C 0.1463 -1.9369 4.0352
C 0.3159 -3.0470 4.8581
C 0.0118 -4.2908 4.3411
C -0.4686 -4.4184 3.0324
C -0.6344 -3.3159 2.2195
C -0.3068 -2.0568 2.7198
N -0.4149 -0.8503 2.0310
C -0.1362 0.1564 2.8017
C -0.3356 1.5790 2.4638
C 0.1428 2.5927 3.2919
C -0.1130 3.9217 3.0119
C -0.8831 4.2465 1.8960
C -1.3718 3.2587 1.0631
C -1.0725 1.9190 1.3175
H 0.6657 -2.9360 5.8764
H 0.1275 -5.1711 4.9605
H -0.7179 -5.3984 2.6459
H -1.0387 -3.4257 1.2260
H 0.7375 2.3350 4.1612
H 0.2785 4.6989 3.6547
H -1.0945 5.2846 1.6693
H -1.9554 3.4926 0.1820
O -1.5419 0.0856 -2.3200
As -4.0499 0.0644 -0.5978
O -5.1432 -0.4610 0.4858
O -1.4876 0.9657 0.4959
C -4.2396 -1.2177 -2.1536
C -5.2490 -0.9837 -3.0820
C -5.3061 -1.6923 -4.2756
C -4.3521 -2.6560 -4.5691
C -3.3424 -2.9238 -3.6585
C -3.3071 -2.1973 -2.4782
S -2.0366 -2.6051 -1.3343
O -2.2547 -3.9567 -0.9120
O -0.6857 -2.3235 -1.8569
O -2.1863 -1.5968 -0.1982
H -2.1988 0.5317 -2.8584
H -6.0069 -0.2339 -2.8777
H -6.0950 -1.4846 -4.9882
H -4.3891 -3.1932 -5.5078
H -2.5924 -3.6773 -3.8630
```

Atomic partial charges in e from the Mulliken method, atoms 1 to 5: atom 1 (Zr): 1.0510, atom 2 (F): -0.2139, atom 3 (C): 0.5270, atom 4 (F): -0.1907, atom 5 (F): -0.1968

=====

3.
The following is a quantum chemistry calculation of a structure of composition C42H42BrN4W, from the Open Molecules 2025 dataset.

HOMO (alpha / beta)	-15.63 / -15.98	eV
ΔE to the lowest compared entry with this formula, charge and spin	0.0	kJ/mol
total charge	+3
spin multiplicity	3
gap between HOMO and LUMO (alpha / beta)	6.62 / 6.19	eV

The geometry in XYZ format:
```
90
C42H42BrN4W | the Open Molecules 2025 dataset | ωB97M-V/def2-TZVPD
W 0.3781 0.2884 0.3763
C 0.2974 4.4224 0.1947
C 0.8558 3.0556 0.4376
C 1.0053 2.5745 1.7428
C 0.5036 3.4003 2.8928
C 1.8522 1.4506 1.9867
C 2.0704 1.0314 3.4241
C 2.7227 0.9919 0.9526
C 3.9474 0.1673 1.2405
C 2.4863 1.4134 -0.3739
C 3.4472 0.9787 -1.4473
C 1.4545 2.3540 -0.6451
C 1.2554 2.8809 -2.0414
H -0.4511 4.7263 0.9156
H -0.1124 4.5540 -0.8001
H 1.1456 5.1125 0.2927
H 1.1919 4.2457 3.0084
H 0.5002 2.8681 3.8362
H -0.4883 3.8097 2.7207
H 1.1244 0.8883 3.9447
H 2.6196 1.8101 3.9583
H 2.6462 0.1192 3.5139
H 4.0266 -0.7105 0.6027
H 4.0228 -0.1498 2.2727
H 4.8238 0.7868 1.0328
H 3.0304 1.0299 -2.4463
H 3.8273 -0.0253 -1.2835
H 4.3089 1.6523 -1.4262
H 1.5665 2.1806 -2.8078
H 1.8548 3.7848 -2.1812
H 0.2156 3.1434 -2.2213
C 2.4218 -3.1161 2.4354
C 1.6489 -1.9880 2.1647
N 1.4515 -1.5344 0.9300
C 1.9830 -2.2443 -0.0997
C 2.7687 -3.3865 0.0754
C 2.9947 -3.8124 1.3971
C 3.2840 -4.0549 -1.0861
C 2.9998 -3.6017 -2.3272
C 2.1684 -2.4467 -2.5210
C 1.8208 -1.9314 -3.7838
C 1.0100 -0.8237 -3.8523
C 0.5395 -0.2359 -2.6790
N 0.8541 -0.6915 -1.4668
C 1.6671 -1.7830 -1.4006
H 2.5526 -3.4316 3.4612
H 1.1617 -1.4462 2.9632
H 3.5996 -4.6909 1.5874
H 3.9018 -4.9330 -0.9479
H 3.3893 -4.1098 -3.2002
H 2.1890 -2.4071 -4.6847
H 0.7134 -0.4040 -4.8037
H -0.1232 0.6150 -2.7108
C -2.4079 -4.4957 0.9858
C -2.2255 -3.1353 1.5919
C -3.0049 -2.6803 2.6536
C -2.8337 -1.3958 3.1287
C -1.8793 -0.5940 2.5361
Br -1.6806 1.1648 3.1328
N -1.0759 -1.0009 1.5501
C -1.2807 -2.2610 1.0948
H -2.7374 -5.2193 1.7288
H -1.4854 -4.8591 0.5336
H -3.1666 -4.4528 0.2021
H -3.7482 -3.3288 3.1016
H -3.4316 -1.0094 3.9418
H -0.6553 -2.5794 0.2732
C -4.5579 -2.0581 -1.1835
C -3.3426 -2.2440 -1.8210
C -2.2876 -1.3616 -1.6182
C -2.4526 -0.2613 -0.7848
C -3.6857 -0.0680 -0.1563
C -4.7240 -0.9632 -0.3413
N -1.4192 0.7283 -0.5316
C -1.9322 2.0162 -0.9525
C -2.2350 2.2225 -2.3004
C -2.8341 3.3978 -2.7135
C -3.1899 4.3683 -1.7805
C -2.9363 4.1453 -0.4364
C -2.3017 2.9797 -0.0263
H -5.3767 -2.7443 -1.3531
H -3.2067 -3.0763 -2.5004
H -1.3658 -1.5470 -2.1485
H -3.8279 0.8027 0.4719
H -5.6719 -0.7951 0.1526
H -2.0439 1.4314 -3.0175
H -3.0592 3.5500 -3.7608
H -3.6860 5.2742 -2.1007
H -3.2444 4.8775 0.2993
H -2.1313 2.7948 1.0251
```

Atomic partial charges in e from the Mulliken method, atoms 1 to 5: atom 1 (W): 0.4814, atom 2 (C): -1.9365, atom 3 (C): 1.1443, atom 4 (C): 1.3327, atom 5 (C): -2.0327

=====

4.
The following is a quantum chemistry calculation of a structure of composition C11H6CdF6N2O4S3Te4 in a non-equilibrium geometry, from the Open Molecules 2025 dataset.

HOMO	-0.31	eV
ΔE to the lowest compared entry with this formula, charge and spin	131.9	kJ/mol
total charge	-2
gap between HOMO and LUMO	3.71	eV

The geometry in XYZ format:
```
37
C11H6CdF6N2O4S3Te4 | the Open Molecules 2025 dataset | ωB97M-V/def2-TZVPD
Cd -0.7874 -0.3682 0.3286
S -4.8959 1.4452 -0.7110
C -3.8341 2.7658 -0.4516
C -2.5486 2.3592 -0.2561
C -2.3729 0.9460 -0.3289
C -3.5723 0.3267 -0.5538
C -3.7606 -1.1266 -0.6148
C -5.0152 -1.7302 -0.7470
C -5.1050 -3.1064 -0.7956
C -3.9480 -3.8710 -0.7174
C -2.7436 -3.2022 -0.5864
N -2.6468 -1.8774 -0.5380
H -4.2203 3.7737 -0.4579
H -1.7314 3.0462 -0.0789
H -5.9029 -1.1140 -0.8001
H -6.0732 -3.5833 -0.8897
H -3.9739 -4.9512 -0.7488
H -1.8076 -3.7449 -0.5165
Te 1.3898 1.6208 0.8379
Te 4.1026 1.2116 0.9228
Te 7.4448 3.6278 0.7824
Te 4.8389 3.7861 1.5322
F -0.8621 -1.4652 5.4288
C -0.2114 -2.0805 4.4330
F 0.7385 -2.8440 4.9754
F -1.0868 -2.8837 3.8137
S 0.4931 -0.8205 3.2776
O -0.7101 -0.2223 2.7233
O 1.3546 -0.0445 4.0936
N 1.1356 -1.8661 2.3391
S 1.7289 -2.2295 0.9641
O 3.1364 -2.1307 0.7968
O 0.9048 -1.8303 -0.1741
C 1.3936 -4.0376 1.0793
F 0.0846 -4.2813 1.2397
F 2.0499 -4.5957 2.0927
F 1.7810 -4.6358 -0.0543
```

Atomic partial charges in e from the Mulliken method, atoms 1 to 5: atom 1 (Cd): 0.8704, atom 2 (S): -0.2769, atom 3 (C): -0.3020, atom 4 (C): -0.2706, atom 5 (C): -0.7195

=====

5.
The following is a quantum chemistry calculation of a structure of composition C39H33N12O3Tl in a non-equilibrium geometry, from the Open Molecules 2025 dataset.

HOMO	-6.30	eV
ΔE to the lowest compared entry with this formula, charge and spin	130.2	kJ/mol
total charge	0
gap between HOMO and LUMO	5.95	eV

The geometry in XYZ format:
```
88
C39H33N12O3Tl | the Open Molecules 2025 dataset | ωB97M-V/def2-TZVPD
Tl 0.3133 -0.3660 1.2214
C -8.0144 -2.3713 0.7865
O -7.1277 -1.8117 1.7284
C -6.4280 -2.6743 2.5220
C -6.5698 -4.0556 2.5086
C -5.8008 -4.8384 3.3570
C -4.8317 -4.2731 4.1803
C -4.7150 -2.8760 4.2009
C -5.5144 -2.0918 3.3989
N -4.1587 -5.0966 5.0971
N -2.9793 -4.9319 5.4626
C -2.0470 -4.1082 4.8513
C -1.1087 -3.5136 5.6971
C -0.1705 -2.6107 5.2459
C -0.0393 -2.2649 3.8821
O 0.8054 -1.4160 3.4684
C -0.9256 -2.9821 2.9660
N -0.7557 -2.7580 1.6445
C -1.4493 -3.4501 0.7686
C -2.3607 -4.4436 1.1438
C -2.5804 -4.6627 2.4777
C -1.8981 -3.8981 3.4469
H -8.4496 -1.5350 0.2446
H -8.8146 -2.9395 1.2708
H -7.4886 -3.0255 0.0839
H -7.2765 -4.5401 1.8494
H -5.9368 -5.9122 3.3635
H -4.0056 -2.4196 4.8792
H -5.4430 -1.0122 3.4273
H -1.1839 -3.7306 6.7557
H 0.4914 -2.1189 5.9466
H -1.2569 -3.2352 -0.2780
H -2.8761 -5.0264 0.3927
H -3.2555 -5.4439 2.7946
C 0.5457 0.1213 -6.1986
N 1.1698 -0.7575 -5.2439
C 0.7862 -1.0945 -4.0060
N 1.6600 -1.9327 -3.4861
C 2.5892 -2.0714 -4.4621
N 2.3281 -1.3756 -5.5418
C 0.7315 1.6050 -5.9362
C -0.0082 2.4991 -6.7031
C 0.1323 3.8650 -6.5327
C 1.0053 4.3634 -5.5856
C 1.7457 3.4808 -4.8043
C 1.6142 2.0981 -4.9834
C 2.6299 4.0266 -3.7850
N 2.8455 5.2784 -3.5306
N 3.7170 5.3387 -2.4892
C 3.9685 4.1203 -2.1315
O 3.3123 3.2268 -2.9209
C 4.8029 3.7148 -1.0102
C 5.2789 4.7075 -0.1503
C 6.0754 4.3569 0.9231
C 6.3783 3.0229 1.1599
C 5.8804 2.0279 0.3304
C 6.1873 0.5820 0.6147
N 4.9730 -0.2101 0.6047
C 3.7327 0.1921 0.9070
N 2.8996 -0.8157 0.8270
C 3.6943 -1.8515 0.4504
N 4.9626 -1.5217 0.3106
C 5.1047 2.3806 -0.7690
H -0.5220 -0.0998 -6.2451
H 0.9901 -0.1304 -7.1614
H -0.0880 -0.7118 -3.5068
H 3.4616 -2.6955 -4.3738
H -0.6943 2.1171 -7.4499
H -0.4459 4.5447 -7.1440
H 1.1205 5.4261 -5.4254
H 2.2147 1.4320 -4.3792
H 5.0178 5.7357 -0.3564
H 6.4527 5.1212 1.5885
H 6.9914 2.7533 2.0109
H 6.6528 0.4711 1.5960
H 6.8812 0.1786 -0.1243
H 3.4738 1.1952 1.1993
H 3.3310 -2.8541 0.3058
H 4.7277 1.6220 -1.4441
C -1.6802 5.2809 1.9287
C -2.2898 3.9010 1.6532
C -1.4258 3.0837 0.8189
N -0.7470 2.4400 0.1522
H -2.4236 5.9132 2.4107
H -1.3697 5.7582 1.0005
H -0.8138 5.2006 2.5825
H -3.2420 4.0056 1.1296
H -2.4643 3.3678 2.5894
```

Atomic partial charges in e from the Mulliken method, atoms 1 to 5: atom 1 (Tl): 0.7880, atom 2 (C): -0.8587, atom 3 (O): -0.4398, atom 4 (C): 0.9620, atom 5 (C): -0.3174

=====

6.
The following is a quantum chemistry calculation of an isolated molecule of C5H6O, from the Open Molecules 2025 dataset.

HOMO	-9.98	eV
ΔE to the lowest compared entry with this formula, charge and spin	184.8	kJ/mol
total charge	0
gap between HOMO and LUMO	10.82	eV

The geometry in XYZ format:
```
12
C5H6O | the Open Molecules 2025 dataset | ωB97M-V/def2-TZVPD
C 1.8461 -1.4660 -0.6317
C 1.1000 -0.7041 -0.0713
C -0.0561 0.0066 0.4790
C -0.1299 1.5112 0.1939
C -1.2763 -0.7256 -0.1084
O -2.3791 -0.2483 -0.1666
H 2.5103 -2.1310 -1.1349
H -0.0899 -0.1488 1.5687
H 0.6021 2.0689 0.7842
H 0.0561 1.7149 -0.8645
H -1.1348 1.8643 0.4437
H -1.0487 -1.7422 -0.4920
```

Atomic partial charges in e from the Mulliken method, atoms 1 to 5: atom 1 (C): 0.0970, atom 2 (C): -0.8484, atom 3 (C): 0.5132, atom 4 (C): -1.1982, atom 5 (C): -0.0942

=====

Look up the total charge of the fourth one.
-2